No. 1
ORCA calculation (ωB97M-V with the def2-TZVPD basis set) on C21H38NO8Zn as an isolated structure.

Structure (ORCA input):
```
! wB97M-V def2-TZVPD RIJCOSX def2/J DEFGRID3
* xyz -1 1
Zn -1.10 -0.16 -0.44
C 2.38 -1.44 -1.06
C 2.87 -0.90 0.27
C 4.26 -0.30 0.00
C 4.74 0.65 1.10
C 3.71 1.68 1.55
C 2.33 1.05 1.79
N 2.03 0.22 0.66
O 0.71 -0.09 0.61
C 1.36 2.21 1.92
C 2.41 0.33 3.16
C 2.90 -2.06 1.28
H 1.31 -1.64 -1.08
H 2.88 -2.35 -1.39
H 2.54 -0.73 -1.88
H 4.18 0.31 -0.91
H 5.01 -1.08 -0.15
H 5.63 1.21 0.79
H 5.11 0.03 1.93
H 3.67 2.50 0.83
H 4.11 2.16 2.45
H 1.74 3.01 2.56
H 0.35 1.90 2.20
H 1.33 2.68 0.93
H 1.57 -0.34 3.34
H 2.30 1.08 3.96
H 3.37 -0.14 3.37
H 3.36 -1.81 2.23
H 3.40 -2.90 0.79
H 1.87 -2.36 1.50
C -2.45 -3.47 -2.48
C -2.21 -2.24 -1.92
C -3.23 -1.15 -2.06
O -2.98 -0.01 -1.48
C -4.44 -1.37 -2.67
C -4.73 -2.61 -3.34
C -3.61 -3.72 -3.29
O -3.86 -4.76 -3.87
O -5.78 -2.86 -3.90
O -1.08 -2.01 -1.32
H -1.80 -4.31 -2.31
H -5.15 -0.56 -2.78
C -1.32 -0.66 3.53
C -1.56 -1.54 2.31
O -2.15 -0.79 1.20
H -0.88 0.27 3.17
H -0.50 -1.03 4.15
H -2.22 -0.50 4.12
H -2.34 -2.27 2.52
H -0.65 -2.04 1.99
H -3.10 -0.84 1.34
C -3.61 2.87 0.63
C -2.30 2.44 1.28
O -1.39 1.85 0.39
H -4.23 1.97 0.50
H -3.53 3.29 -0.36
H -4.24 3.44 1.32
H -2.45 1.89 2.21
H -1.90 3.35 1.76
H -0.95 2.55 -0.09
C 0.00 1.18 -4.52
C -0.64 1.66 -3.23
O -0.25 0.85 -2.10
H 0.98 1.66 -4.67
H -0.61 1.40 -5.40
H 0.19 0.11 -4.53
H -1.72 1.59 -3.30
H -0.38 2.71 -3.05
H 0.72 0.91 -2.06
*
```

LUMO level, eV: 2.20
Energy, eV: -88681.53970
Kohn-Sham gap, eV: 5.99
Relative energy (zero: lowest compared OMol25 entry of this formula, charge and spin), kJ/mol: 82.7

=====

No. 2
ORCA calculation (ωB97M-V with the def2-TZVPD basis set) on an isolated molecule of C22H25N3O4.

Structure (ORCA input):
```
! wB97M-V def2-TZVPD RIJCOSX def2/J DEFGRID3
* xyz 0 1
C -1.92 -4.89 0.50
H -2.94 -4.52 0.42
O -1.13 -3.79 0.85
C 0.23 -4.10 1.11
C 1.06 -4.42 -0.14
H 2.11 -4.42 0.15
H 0.81 -5.41 -0.52
C 0.82 -3.40 -1.26
N 1.02 -2.04 -0.83
C 2.06 -1.27 -1.23
O 2.93 -1.67 -1.97
C 1.99 0.12 -0.66
C 0.79 0.77 -0.64
C 0.72 2.07 -0.08
N 1.77 2.73 0.34
C 2.97 2.11 0.30
C 4.10 2.82 0.77
C 5.34 2.24 0.77
C 5.50 0.92 0.32
C 4.43 0.21 -0.14
C 3.15 0.78 -0.17
H 4.56 -0.80 -0.51
H 6.49 0.48 0.33
H 6.19 2.79 1.14
H 3.95 3.83 1.12
N -0.47 2.74 -0.03
C -1.75 2.17 -0.06
C -2.77 2.82 -0.73
C -4.06 2.31 -0.79
C -4.34 1.11 -0.16
C -3.32 0.45 0.54
C -2.05 0.97 0.62
O -1.03 0.40 1.33
C -1.33 -0.70 2.16
H -0.41 -0.88 2.72
H -2.13 -0.46 2.86
H -1.59 -1.59 1.59
H -3.58 -0.48 1.03
O -5.55 0.49 -0.15
C -6.62 1.09 -0.83
H -7.47 0.43 -0.70
H -6.86 2.08 -0.42
H -6.40 1.20 -1.90
H -4.82 2.86 -1.32
H -2.55 3.76 -1.23
H -0.40 3.72 0.21
H -0.10 0.34 -1.08
H 0.34 -1.66 -0.18
H -0.20 -3.50 -1.65
H 1.53 -3.57 -2.08
H 0.29 -4.94 1.81
H 0.63 -3.21 1.60
H -1.63 -5.34 -0.45
H -1.88 -5.66 1.28
*
```

LUMO level, eV: 0.50
SMILES: COCCCNC(=O)c1cc(Nc2ccc(OC)cc2OC)nc2ccccc12
Energy, eV: -35880.05898
Kohn-Sham gap, eV: 7.98
Relative energy (zero: lowest compared OMol25 entry of this formula, charge and spin), kJ/mol: 209.3

=====

No. 3
ORCA calculation (ωB97M-V with the def2-TZVPD basis set) on an isolated molecule of C3H6BN.

Structure (ORCA input):
```
! wB97M-V def2-TZVPD RIJCOSX def2/J DEFGRID3
* xyz 0 1
B -0.95 -0.91 0.02
C 0.44 1.13 0.09
C -1.01 0.59 -0.01
C 1.27 -1.00 0.02
N 1.44 0.42 0.02
H -1.68 -1.82 0.45
H 0.62 2.25 0.05
H -1.35 1.05 -1.00
H -1.68 1.05 0.63
H 1.87 -1.51 0.74
H 1.04 -1.24 -1.00
*
```

LUMO level, eV: 0.01
Energy, eV: -5370.75842
Kohn-Sham gap, eV: 7.92
Relative energy (zero: lowest compared OMol25 entry of this formula, charge and spin), kJ/mol: 330.1

=====

No. 4
ORCA calculation (ωB97M-V with the def2-TZVPD basis set) on a 2-piece molecular cluster, C12H25N4O5S overall.

Structure (ORCA input):
```
! wB97M-V def2-TZVPD RIJCOSX def2/J DEFGRID3
* xyz 1 1
C -2.43 -3.55 2.58
C -1.85 -2.83 1.22
C -1.90 -4.01 0.04
C -2.91 -1.68 0.74
C -2.48 -0.13 1.01
N -3.55 0.90 0.60
N -2.87 2.07 0.92
N -1.59 1.90 1.45
C -0.71 3.08 1.83
S -0.46 4.06 0.21
O -0.11 2.96 -0.87
O -1.80 4.72 -0.27
N -1.27 0.55 1.57
O -0.18 -0.08 2.05
C 0.98 0.06 1.15
C 2.16 -0.99 1.67
C 2.45 -2.23 0.62
O 1.65 -1.59 2.94
H -2.02 -4.67 2.67
H -3.61 -3.68 2.43
H -2.21 -2.90 3.53
H -0.73 -2.50 1.28
H -1.84 -5.10 0.50
H -0.97 -3.84 -0.69
H -2.86 -3.96 -0.62
H -3.08 -1.80 -0.43
H -3.97 -1.86 1.23
H -1.27 3.77 2.60
H 0.36 2.76 2.17
H 0.56 5.04 0.33
H 0.74 -0.17 0.02
H 1.49 1.13 1.20
H 3.16 -0.43 1.98
H 3.24 -1.86 -0.16
H 2.87 -3.16 1.23
H 1.39 -2.48 0.13
H 2.28 -2.30 3.28
C 2.00 3.60 -3.64
C 2.72 2.28 -3.78
O 3.49 1.88 -2.91
C 2.45 1.47 -5.02
H 2.29 4.07 -2.69
H 2.28 4.26 -4.46
H 0.92 3.43 -3.63
H 2.75 2.04 -5.90
H 1.39 1.21 -5.08
H 3.04 0.55 -4.98
*
```

LUMO level, eV: -4.79
Energy, eV: -39862.82655
Kohn-Sham gap, eV: 6.81

=====

no.,E_HOMO (eV)
1,-3.8
2,-7.5
3,-7.9
4,-11.6